[1]
Computed, not measured: a molecular structure, C31H33BrFN2OTeW, with ωB97M-V/def2-TZVPD.

Last column: Löwdin spin population.
Atoms and positions in Å:
W (-0.797, -3.282, 1.145)  0.000
C (-3.676, -8.265, 0.773)  0.000
C (-3.118, -6.957, 1.248)  0.000
C (-3.590, -6.345, 2.423)  0.000
C (-3.113, -5.123, 2.866)  0.000
C (-2.116, -4.566, 2.089)  0.000
Br (-0.262, -2.387, 3.298)  0.002
N (-1.645, -5.165, 1.015)  0.000
C (-2.126, -6.314, 0.529)  0.000
H (-4.231, -8.766, 1.563)  0.000
H (-2.883, -8.929, 0.432)  0.000
H (-4.356, -8.100, -0.065)  0.000
H (-4.366, -6.848, 2.988)  0.000
H (-3.500, -4.639, 3.751)  0.000
H (-1.697, -6.710, -0.381)  0.000
C (3.566, -0.369, -4.055)  0.002
C (2.922, 0.011, -2.755)  0.012
C (3.316, -0.573, -1.558)  -0.001
C (2.737, -0.225, -0.344)  0.013
C (3.228, -0.865, 0.921)  0.027
C (1.729, 0.737, -0.354)  0.038
Te (0.789, 1.200, 1.452)  0.549
N (-0.783, -1.552, 0.354)  0.004
C (-1.868, -1.772, -0.383)  0.001
O (-2.412, -2.949, -0.059)  0.000
C (-2.404, -0.933, -1.414)  0.000
C (-3.578, -1.295, -2.081)  0.000
C (-4.076, -0.465, -3.067)  0.000
C (-3.400, 0.708, -3.386)  0.000
C (-2.225, 1.064, -2.727)  0.000
C (-1.723, 0.245, -1.738)  0.002
C (1.241, 3.196, 1.656)  0.077
C (0.230, 4.018, 2.202)  0.048
C (-1.100, 3.479, 2.662)  0.013
C (0.470, 5.377, 2.287)  0.000
C (1.676, 5.936, 1.870)  0.070
C (1.927, 7.408, 1.974)  0.013
C (2.670, 5.088, 1.374)  0.003
C (2.487, 3.725, 1.255)  0.038
C (3.623, 2.876, 0.746)  0.005
C (1.303, 1.363, -1.536)  0.015
C (0.235, 2.428, -1.587)  0.013
C (1.912, 0.974, -2.720)  0.000
H (4.360, -1.097, -3.911)  0.000
H (3.990, 0.509, -4.544)  0.001
H (2.829, -0.795, -4.739)  0.001
H (4.114, -1.307, -1.564)  0.000
H (4.237, -1.254, 0.799)  0.002
H (2.588, -1.695, 1.199)  0.002
H (3.253, -0.165, 1.759)  0.016
H (-4.087, -2.212, -1.817)  0.000
H (-4.985, -0.727, -3.589)  0.000
H (-3.792, 1.354, -4.160)  0.000
H (-1.711, 1.978, -2.995)  0.000
H (-0.803, 0.488, -1.218)  0.004
H (-0.997, 2.568, 3.257)  0.005
H (-1.760, 3.262, 1.820)  0.002
H (-1.602, 4.213, 3.290)  0.000
H (-0.299, 6.022, 2.696)  -0.001
H (1.059, 7.940, 2.357)  0.000
H (2.186, 7.822, 0.998)  0.004
H (2.771, 7.603, 2.638)  0.004
H (3.626, 5.513, 1.090)  -0.001
H (4.566, 3.392, 0.911)  0.001
H (3.533, 2.679, -0.324)  0.001
H (3.681, 1.912, 1.254)  0.003
H (-0.630, 2.198, -0.958)  0.010
H (-0.124, 2.545, -2.609)  0.001
H (0.619, 3.396, -1.259)  0.000
H (1.594, 1.440, -3.646)  0.000
F (0.769, -4.027, 0.600)  0.000

Output
LUMO (alpha / beta) (eV): -7.18 / -8.01
Spin multiplicity: 2
Orbital gap (alpha / beta) (hartree): 0.23742 / 0.21681
Highest occupied orbital energy (alpha / beta) (Eh): -0.5012 / -0.5111
Energy relative to the best compared isomer or geometry (same formula, charge and spin) (eV): 0.343
⟨S²⟩: 0.76
Total charge: +2

[2]
Computed, not measured: 4 unconnected molecules or ions with the total composition C25H26FN2O15, with ωB97M-V/def2-TZVPD.

Last column: Mulliken charge in e.
Atoms and positions in Å:
N (2.828, -3.345, 3.715)  -0.486
N (3.364, -2.722, 2.537)  -0.316
C (3.228, -3.566, 1.341)  1.478
C (4.346, -3.098, 0.386)  -1.552
C (4.165, -3.443, -1.073)  -0.533
F (3.465, -2.442, -1.764)  -0.292
C (1.866, -3.366, 0.673)  -0.477
C (0.653, -3.473, 1.589)  -0.144
C (0.367, -4.922, 1.968)  -0.952
O (0.293, -5.720, 0.795)  -0.625
C (3.601, -5.077, 1.638)  0.243
O (4.468, -5.220, 2.517)  -0.769
O (3.039, -5.949, 0.909)  -0.788
H (3.572, -3.561, 4.368)  0.237
H (2.227, -2.658, 4.157)  0.141
H (4.352, -2.544, 2.663)  0.328
H (4.524, -2.022, 0.502)  0.451
H (5.260, -3.607, 0.709)  0.505
H (5.129, -3.541, -1.574)  0.306
H (3.619, -4.381, -1.180)  0.357
H (1.734, -4.095, -0.125)  0.469
H (1.874, -2.372, 0.209)  0.090
H (-0.238, -3.058, 1.103)  0.350
H (0.790, -2.897, 2.504)  -0.093
H (1.158, -5.266, 2.636)  0.325
H (-0.594, -5.009, 2.487)  0.441
H (1.076, -6.289, 0.793)  0.399
C (0.337, 0.680, 3.933)  -1.159
C (1.264, 1.636, 4.070)  0.312
C (2.071, 2.166, 2.901)  1.089
O (2.868, 3.054, 3.163)  -0.666
C (1.860, 1.599, 1.593)  -0.624
C (0.940, 0.632, 1.455)  -0.067
C (0.099, 0.132, 2.613)  1.128
O (-0.724, -0.721, 2.347)  -0.653
O (0.681, 0.022, 0.315)  -0.471
O (1.572, 2.222, 5.219)  -0.611
H (-0.245, 0.301, 4.761)  0.461
H (2.460, 1.956, 0.768)  0.531
H (0.001, -0.661, 0.503)  0.229
H (2.275, 2.868, 4.999)  0.382
C (1.320, 3.042, -3.537)  -0.984
C (0.817, 1.939, -2.953)  0.172
C (-0.648, 1.553, -3.082)  1.181
O (-0.992, 0.533, -2.516)  -0.605
C (-1.535, 2.410, -3.843)  -1.343
C (-1.023, 3.507, -4.415)  0.426
C (0.441, 3.884, -4.305)  1.140
O (0.775, 4.904, -4.889)  -0.667
O (-1.727, 4.375, -5.132)  -0.604
O (1.523, 1.107, -2.223)  -0.433
H (2.360, 3.323, -3.451)  0.466
H (-2.578, 2.137, -3.917)  0.685
H (-1.081, 5.055, -5.416)  0.385
H (0.919, 0.405, -1.901)  0.217
C (-7.415, 3.887, -1.821)  -0.988
C (-6.676, 3.274, -2.758)  0.288
C (-5.230, 2.885, -2.525)  1.068
O (-4.671, 2.322, -3.450)  -0.663
C (-4.613, 3.199, -1.259)  -0.988
C (-5.351, 3.815, -0.322)  0.371
C (-6.804, 4.188, -0.547)  0.966
O (-7.370, 4.733, 0.385)  -0.640
O (-4.901, 4.154, 0.873)  -0.570
O (-7.119, 2.948, -3.960)  -0.593
H (-8.447, 4.166, -1.978)  0.428
H (-3.579, 2.924, -1.105)  0.563
H (-5.654, 4.573, 1.336)  0.374
H (-6.368, 2.514, -4.414)  0.375

Output
LUMO (eV): -0.40
Orbital gap (hartree): 0.15487
Highest occupied orbital energy (Eh): -0.1697
Total charge: -1

[3]
Computed, not measured: 3 unconnected molecules or ions with the total composition CH8NO2 in a non-equilibrium geometry, with ωB97M-V/def2-TZVPD.

Last column: Mulliken charge in e.
Atoms and positions in Å:
C (-0.490, 1.451, 1.081)  -0.069
N (-0.251, 0.906, -0.101)  -0.178
H (-1.546, 1.676, 1.241)  0.295
H (0.309, 1.598, 1.888)  0.273
H (0.716, 0.893, -0.225)  0.316
H (-0.797, 0.088, -0.476)  0.363
H (2.914, -0.622, 0.719)  0.346
H (1.667, -1.570, 0.811)  0.319
O (1.864, -0.589, 0.624)  -0.656
H (-1.406, -1.973, -1.492)  0.347
H (-1.749, -0.863, -2.458)  0.329
O (-1.231, -0.995, -1.614)  -0.686

Output
LUMO (eV): -5.41
Orbital gap (hartree): 0.38515
Highest occupied orbital energy (Eh): -0.5838
Energy relative to the best compared isomer or geometry (same formula, charge and spin) (eV): 1.562
Total charge: +1

Number 1: energy -4394.31158 a.u.. Number 2: energy -2306.27152 a.u.. Number 3: energy -247.82879 a.u..